No. 1
Density functional theory data (the ωB97M-V functional and the def2-TZVPD basis) for a single C2H5N3O molecule.

CARTESIAN COORDINATES (ANGSTROEM)
C  1.202  0.174  0.018
C  0.617  -0.359  1.127
N  0.487  0.604  -1.099
N  -0.776  1.078  -0.837
N  -1.450  -0.981  0.241
O  -0.606  -0.860  1.331
H  2.245  0.342  0.103
H  1.274  -0.390  1.978
H  0.946  0.525  -2.030
H  -1.520  0.999  -1.589
H  -2.418  -1.132  0.758

Results
Strongest force on any atom in eV Å⁻¹: 3.3
E_tot in eV: -8665.9754
Multiplicity: 3
Expectation value of S²: 2.009
Kohn-Sham gap (spin up / spin down) in eV: 7.95 / 7.74
Highest occupied orbital energy (spin up / spin down) in eV: -6.9 / -8.4
Energy relative to the best compared isomer or geometry (same formula, charge and spin) in kJ/mol: 99.3

No. 2
Density functional theory data (the ωB97M-V functional and the def2-TZVPD basis) for 2 unconnected molecules or ions with the total composition C11H23BN3O7S.

CARTESIAN COORDINATES (ANGSTROEM)
C  0.183  -2.233  1.245
C  -1.279  -2.565  1.016
N  -1.758  -2.150  -0.314
N  -1.281  -0.888  -0.657
C  -0.235  -0.631  -1.422
N  -0.080  0.695  -1.476
C  -1.059  1.298  -0.726
C  -1.188  2.769  -0.522
C  -0.892  3.177  0.944
C  0.432  3.878  1.108
O  0.347  5.182  0.548
C  -1.856  0.299  -0.203
B  -3.127  0.484  0.717
O  -3.943  1.563  0.446
O  -3.382  -0.324  1.772
C  -3.677  0.375  3.010
H  0.509  -2.503  2.242
H  0.365  -1.163  1.157
H  0.811  -2.699  0.488
H  -1.865  -2.091  1.795
H  -1.457  -3.630  1.119
H  -1.493  -2.825  -1.017
H  0.411  -1.330  -1.914
H  0.628  1.209  -1.973
H  -2.196  3.048  -0.801
H  -0.522  3.306  -1.193
H  -1.705  3.791  1.319
H  -0.907  2.267  1.542
H  1.249  3.315  0.658
H  0.643  3.967  2.174
H  1.064  5.303  -0.074
H  -4.451  1.460  -0.364
H  -3.755  -0.385  3.774
H  -2.877  1.067  3.251
H  -4.619  0.903  2.931
C  4.762  -2.863  -2.192
C  3.433  -2.545  -2.840
O  2.628  -2.032  -1.757
S  3.573  -1.240  -0.716
O  3.487  0.147  -1.006
O  3.316  -1.746  0.580
O  4.962  -1.794  -1.251
H  4.731  -3.805  -1.642
H  5.581  -2.883  -2.904
H  2.956  -3.417  -3.276
H  3.532  -1.763  -3.596

Results
Strongest force on any atom in eV Å⁻¹: 1.1
E_tot in eV: -42089.1823
Kohn-Sham gap in eV: 10.05
Total charge: +1
Highest occupied orbital energy in eV: -12.7

No. 3
Density functional theory data (the ωB97M-V functional and the def2-TZVPD basis) for 3 unconnected molecules or ions with the total composition C16H44Br2F3N6O3P3Si.

CARTESIAN COORDINATES (ANGSTROEM)
O  -5.779  -4.745  2.738
P  -4.733  -5.790  2.970
Si  -2.772  -4.920  3.664
C  -2.250  -5.671  5.349
C  -2.166  -4.620  6.498
C  -3.481  -4.345  7.225
F  -3.148  -3.769  8.426
Br  -4.651  -3.093  6.301
C  -4.327  -5.602  7.590
F  -5.007  -6.036  6.527
F  -5.232  -5.226  8.494
Br  -3.283  -7.059  8.350
H  -4.502  -6.559  1.790
H  -5.190  -6.730  3.942
H  -1.774  -5.259  2.627
H  -2.905  -3.466  3.721
H  -2.843  -6.559  5.584
H  -1.224  -6.032  5.180
H  -1.774  -3.694  6.061
H  -1.452  -5.006  7.236
C  1.947  1.133  2.584
N  1.974  -0.308  2.449
C  3.361  -0.758  2.358
P  0.889  -1.250  1.500
O  0.933  -2.514  2.345
N  -0.775  -0.870  1.878
C  -1.096  -0.149  3.101
C  -1.657  -2.031  1.770
N  0.884  -0.052  0.180
C  -0.273  0.755  -0.181
C  1.433  -0.659  -1.054
H  2.349  1.652  1.703
H  2.551  1.430  3.446
H  0.950  1.521  2.777
H  3.820  -0.450  1.406
H  3.421  -1.845  2.427
H  3.958  -0.353  3.178
H  -0.563  -0.540  3.976
H  -2.169  -0.196  3.303
H  -0.883  0.918  3.003
H  -1.600  -2.662  2.659
H  -1.390  -2.642  0.905
H  -2.695  -1.712  1.640
H  -1.135  0.158  -0.489
H  -0.005  1.408  -1.018
H  -0.567  1.416  0.632
H  0.737  -1.385  -1.489
H  2.372  -1.180  -0.835
H  1.660  0.103  -1.803
C  2.970  5.720  -4.443
N  3.026  4.284  -4.272
C  4.424  3.860  -4.220
P  1.994  3.137  -5.035
O  2.029  2.081  -3.943
N  0.313  3.553  -4.795
C  -0.059  4.508  -3.762
C  -0.552  2.377  -4.683
N  2.015  4.031  -6.579
C  0.857  4.715  -7.136
C  2.617  3.189  -7.638
H  3.395  6.053  -5.400
H  3.536  6.206  -3.644
H  1.960  6.116  -4.369
H  4.912  3.972  -5.200
H  4.500  2.813  -3.922
H  4.982  4.442  -3.485
H  0.451  4.320  -2.808
H  -1.136  4.483  -3.586
H  0.144  5.534  -4.075
H  -0.523  1.943  -3.676
H  -0.251  1.602  -5.390
H  -1.586  2.648  -4.909
H  0.016  4.047  -7.335
H  1.139  5.185  -8.083
H  0.525  5.525  -6.490
H  1.950  2.371  -7.933
H  3.555  2.749  -7.284
H  2.857  3.781  -8.523

Results
Strongest force on any atom in eV Å⁻¹: 7.2
E_tot in eV: -216365.8873
Kohn-Sham gap in eV: 7.59
Highest occupied orbital energy in eV: -8.1

No. 4
Density functional theory data (the ωB97M-V functional and the def2-TZVPD basis) for a molecular structure, C36H50As2IrN3Si.

CARTESIAN COORDINATES (ANGSTROEM)
Ir  0.462  -0.111  -0.295
C  1.044  2.668  -1.447
C  1.988  2.276  -0.345
N  1.266  1.444  0.662
C  0.278  2.198  1.507
C  -1.094  2.271  0.871
N  -1.384  0.974  0.194
C  -2.100  1.100  -1.097
C  -1.183  1.724  -2.151
N  0.261  1.462  -1.854
H  0.361  3.460  -1.149
H  1.629  3.067  -2.277
H  2.791  1.660  -0.741
H  2.442  3.149  0.129
H  1.974  1.087  1.304
H  0.205  1.665  2.448
H  0.678  3.189  1.728
H  -1.826  2.475  1.652
H  -1.185  3.079  0.149
H  -1.962  0.407  0.813
H  -2.391  0.098  -1.406
H  -3.015  1.685  -0.989
H  -1.435  1.298  -3.121
H  -1.338  2.799  -2.236
H  0.699  1.084  -2.690
C  3.937  -1.626  -0.646
C  3.899  -1.547  0.827
As  0.356  -1.973  1.353
C  1.708  -3.180  1.957
C  2.021  -4.282  1.163
C  3.007  -5.167  1.574
C  3.686  -4.944  2.765
C  3.370  -3.846  3.554
C  2.391  -2.950  3.148
C  -1.194  -3.025  0.958
C  -1.278  -4.342  1.396
C  -2.428  -5.079  1.140
C  -3.482  -4.514  0.437
C  -3.391  -3.205  -0.021
C  -2.244  -2.471  0.232
As  2.317  -1.006  -1.574
C  1.258  -2.492  -2.112
C  -0.086  -2.185  -2.345
C  -0.975  -3.174  -2.755
C  -0.512  -4.467  -2.927
C  0.829  -4.775  -2.698
C  1.720  -3.792  -2.290
C  2.992  -0.195  -3.166
C  3.986  0.783  -3.071
C  4.557  1.285  -4.230
C  4.129  0.821  -5.470
C  3.125  -0.131  -5.559
C  2.540  -0.641  -4.406
H  4.139  -2.633  -1.008
H  4.713  -0.967  -1.050
H  3.856  -0.574  1.304
H  4.310  -2.353  1.417
H  1.485  -4.466  0.241
H  3.246  -6.031  0.966
H  4.465  -5.626  3.078
H  3.892  -3.680  4.488
H  2.169  -2.101  3.775
H  -0.470  -4.794  1.956
H  -2.498  -6.100  1.493
H  -4.376  -5.092  0.243
H  -4.210  -2.770  -0.582
H  -2.171  -1.458  -0.135
H  -0.442  -1.151  -2.252
H  -2.011  -2.934  -2.954
H  -1.193  -5.243  -3.252
H  1.180  -5.787  -2.849
H  2.760  -4.043  -2.132
H  4.333  1.146  -2.110
H  5.338  2.030  -4.168
H  4.585  1.207  -6.372
H  2.800  -0.489  -6.528
H  1.763  -1.391  -4.482
C  -0.101  -2.116  5.764
Si  -1.213  -1.477  4.436
C  -2.484  -2.738  3.965
C  -2.034  0.146  4.829
C  -0.083  -0.940  2.953
H  -0.688  -2.402  6.642
H  0.631  -1.376  6.098
H  0.429  -3.011  5.430
H  -3.245  -2.767  4.752
H  -2.055  -3.739  3.897
H  -2.996  -2.521  3.025
H  -2.651  0.070  5.728
H  -2.703  0.449  4.016
H  -1.310  0.946  5.016
H  0.883  -0.647  3.375
H  -0.546  -0.042  2.566

Results
Strongest force on any atom in eV Å⁻¹: 2.3
E_tot in eV: -174982.5495
Multiplicity: 2
Expectation value of S²: 0.754
Kohn-Sham gap (spin up / spin down) in eV: 6.27 / 7.14
Total charge: +3
Highest occupied orbital energy (spin up / spin down) in eV: -15.8 / -16.6
Energy relative to the best compared isomer or geometry (same formula, charge and spin) in kJ/mol: 109.1